A cluster of 2 separate species, ClH5OSi2 in total in a non-equilibrium geometry. Source: the OMol25 dataset; level of theory: ωB97M-V with the def2-TZVPD basis set.

Computed properties:
HOMO   -8.4051 eV
Strongest force on any atom   4.34 eV Å⁻¹
Total energy   -30403.6579 eV

Structure (ORCA input):
```
! RIJCOSX wB97M-V def2-TZVPD def2/J DEFGRID3
* xyz 0 1
Cl -1.6873 -3.3417 -0.2837
Si -0.6703 1.5580 0.5487
Si -1.0245 -2.1280 1.1001
O -0.1718 0.3680 -0.2949
H 0.4478 -1.8399 1.3415
H -1.9839 1.8893 0.0771
H 0.3529 2.5858 0.7537
H -2.1145 -1.5220 2.0626
H -0.5758 1.0315 1.9727
*
```